# 1
53
Properties=species:S:1:pos:R:3:forces:R:3 method="wB97M-V/def2-TZVPD" homo_ha="-0.2439 / -0.2439" gap_ev="7.0 / 5.2" multiplicity=2 lumo_energy_ev="0.352 / -1.455" total_charge=0
C 0.46257 -1.72860 1.52856 -0.026 -0.108 -0.277
C -0.86642 -1.94677 1.05509 0.341 -0.299 -0.098
C -0.78084 -2.38379 -0.28710 0.487 -0.001 0.016
H -1.79830 -1.77026 1.58226 0.359 -0.021 -0.161
C 0.60227 -2.37023 -0.65624 -0.085 -0.216 -0.171
C 1.36429 -1.96979 0.47818 -0.478 -0.212 -0.075
H 2.43722 -1.81970 0.58997 -0.254 -0.231 -0.345
H 0.78850 -1.42490 2.51386 -0.262 0.073 -0.303
H -1.65207 -2.53840 -0.92030 0.297 -0.251 -0.035
H 1.00136 -2.52437 -1.65040 -0.037 -0.275 0.018
C -0.95692 2.30778 0.24238 0.475 -0.070 0.230
C -0.62782 1.75015 1.49720 0.083 0.421 -0.159
C 0.78173 1.58684 1.59116 -0.489 0.238 -0.397
H -1.36525 1.48535 2.23047 0.134 -0.056 -0.228
C 1.33664 2.02400 0.35952 -0.553 0.081 0.011
C 0.26189 2.46989 -0.47761 0.092 0.022 0.043
H 0.33046 2.72664 -1.52774 0.153 0.322 0.106
H -1.98977 2.44474 -0.07141 0.324 0.306 -0.200
H 1.31825 1.19282 2.45290 -0.122 0.057 -0.375
H 2.38807 1.95053 0.10291 -0.143 0.231 -0.069
Yb -0.12816 0.00323 -0.29184 0.370 0.359 -0.371
O -0.30926 -0.14558 -3.89779 -0.120 -0.830 -1.390
C -1.42602 -0.89078 -4.42246 1.510 -0.260 -0.598
C -0.10326 -0.92834 -5.15740 -1.456 0.349 1.537
H -1.67697 -1.77876 -3.84105 -0.178 0.264 -0.054
H -2.23295 -0.32603 -4.89073 0.147 0.023 0.300
H 0.48097 -1.84235 -5.04449 0.020 0.322 0.176
H 0.80790 -1.93278 -7.48984 -0.010 0.345 -0.099
C 0.55598 -0.87231 -7.58174 -0.247 0.538 0.630
C 0.07408 -0.18820 -6.42768 0.193 0.374 -1.245
C -0.27982 1.16716 -6.55242 0.214 -0.090 -0.003
H -0.64537 1.71699 -5.67434 0.191 -0.314 -0.399
C -0.12287 1.83466 -7.77378 0.109 -0.307 -0.228
H -0.37632 2.89951 -7.84029 0.097 -0.492 0.004
C 0.36091 1.15468 -8.90678 -0.066 -0.227 0.476
H 0.47479 1.68042 -9.85969 -0.036 -0.196 0.392
C 0.69782 -0.20795 -8.80745 -0.176 0.228 0.292
H 1.07314 -0.75160 -9.68542 -0.200 0.282 0.468
C -1.12353 -2.95749 3.65079 -0.261 -1.140 0.944
C -1.20966 -1.54722 4.11940 0.066 1.902 0.677
C -1.52798 -1.31470 5.50970 -0.177 0.707 1.062
C -1.44415 0.05678 5.71713 -0.106 -0.969 0.729
C -1.04477 0.64284 4.45190 -0.502 -1.982 -0.029
C -0.76298 2.10779 4.39467 -0.139 0.637 1.050
N -0.97240 -0.34433 3.51229 0.319 0.120 -0.062
H -0.14254 -3.31495 3.30120 -0.444 0.503 -0.119
H -1.89634 -3.27715 2.93777 0.391 0.297 0.092
H -1.32197 -3.53954 4.56974 0.031 0.041 -0.394
H -1.74292 -2.18145 6.16925 0.076 1.150 -0.188
H -1.58620 0.70248 6.60516 0.027 -0.942 -0.464
H -1.47848 2.72371 3.82645 0.337 -0.443 -0.013
H -0.88507 2.42928 5.44743 0.145 0.065 -0.473
H 0.25941 2.39576 4.10954 -0.418 -0.327 -0.231



# 2
70
Properties=species:S:1:pos:R:3:forces:R:3 method="wB97M-V/def2-TZVPD" homo_ha="-0.1595 / -0.1801" gap_ev="6.6 / 7.5" multiplicity=4 lumo_energy_ev="2.272 / 2.554" total_charge=-1
Cr 0.96195 8.46351 20.54202 0.378 0.302 -0.052
B 2.82891 9.64226 23.12967 0.329 0.810 0.761
N 3.47606 9.94614 21.73831 -0.577 0.080 0.719
C 4.62829 10.53748 21.43993 -0.158 -0.352 0.150
C 4.89223 10.36706 20.10971 0.112 0.020 -1.247
C 3.78619 9.65443 19.64569 -0.486 -0.487 -0.820
N 2.92862 9.38449 20.64126 0.751 0.478 -0.337
N 1.35636 10.18013 23.10339 -1.501 0.149 -0.914
C 0.62011 11.05694 23.83250 1.109 -1.057 0.270
C -0.70994 10.92437 23.48480 0.235 0.341 0.019
C -0.74587 9.97081 22.45406 -0.446 0.693 -0.332
N 0.49316 9.60088 22.23007 1.036 -1.206 -0.497
H 3.40831 10.22539 24.09952 -0.302 -0.474 -1.069
H 2.83989 8.44524 23.17128 -0.237 -0.136 0.422
H 5.22585 10.96571 22.19373 0.393 0.470 0.766
H 5.74803 10.70798 19.52545 -0.397 -0.143 0.339
H 3.53633 9.29312 18.64000 0.353 0.225 0.601
H 1.14973 11.60011 24.60723 -0.415 0.089 -0.087
H -1.47190 11.50868 23.92761 -0.804 0.217 0.151
H -1.53536 9.58927 21.75681 0.702 0.475 1.156
C -3.65924 4.75917 22.03880 -0.368 0.374 -0.891
C -4.21117 6.09033 21.63668 0.257 -0.799 -0.107
N -5.05844 6.72962 22.34431 -0.397 -1.416 1.775
N -5.23196 7.87870 21.75013 -0.100 2.041 -1.792
C -4.53169 8.01564 20.56881 -0.472 -0.210 1.196
S -4.47045 9.35003 19.61388 0.015 0.649 -0.695
N -3.87783 6.83258 20.50652 -0.946 -1.223 1.158
N -3.08969 6.36618 19.48159 0.924 2.082 -0.165
H -4.15594 4.34822 22.90222 -0.476 0.180 0.177
H -2.64428 4.91560 22.30823 1.196 -0.057 0.062
H -3.72031 4.03632 21.22755 0.106 -0.084 -0.048
H -5.92008 8.52612 22.09049 0.162 0.170 -0.118
H -2.15869 6.73845 19.75243 0.077 -1.028 -0.776
H -3.15663 5.37295 19.43146 0.283 -0.571 0.114
S -0.24007 6.82286 21.18053 -0.174 -0.245 -0.062
C 1.46979 11.80347 18.26199 -0.482 0.329 -1.548
As 0.14948 10.49641 18.87360 -0.383 0.312 0.183
C -1.24949 11.71647 19.55767 0.826 -0.904 -0.033
C -0.83222 9.88619 17.28989 2.412 1.497 -1.911
C -1.02071 10.96136 16.21596 0.838 -0.649 -0.222
C -0.04983 11.29549 15.22986 -1.182 0.363 0.150
C -0.24125 12.38369 14.33861 -1.100 -0.724 1.563
C -1.44245 13.11278 14.42855 0.442 -1.075 0.940
C -2.42359 12.69090 15.35548 1.163 1.482 -1.178
C -2.21732 11.64958 16.20867 0.121 0.086 0.184
H 1.01883 12.56323 17.56985 0.155 -0.608 0.755
H 2.30730 11.36941 17.70076 -0.220 -0.169 0.375
H 1.83812 12.27961 19.14701 0.345 0.342 0.506
H -1.55331 12.45192 18.85181 0.097 0.709 -0.804
H -0.75922 12.19552 20.40693 -0.751 -0.143 0.339
H -2.12963 11.07900 19.70757 0.274 0.226 0.782
H -1.76568 9.67001 17.68910 -1.694 -1.121 0.598
H -0.24054 9.05764 16.89622 -0.512 -0.264 0.196
H 0.81328 10.66042 15.15172 0.480 0.037 0.052
H 0.55816 12.68081 13.69283 0.214 0.058 -0.439
H -1.56456 14.02749 13.88354 -0.177 0.206 -0.345
H -3.25735 13.33260 15.52615 -0.779 0.179 -0.216
H -2.98980 11.44432 16.92031 -0.238 -0.352 0.430
F 0.44019 1.84452 18.35351 -0.455 0.835 -0.742
C 0.70213 3.17767 18.16730 -0.460 -1.634 0.353
C -0.19286 4.08935 17.57888 -0.156 -0.617 0.460
F -1.46703 3.73837 17.13427 2.064 0.351 0.576
C 0.22298 5.41391 17.61652 -0.658 0.569 -0.312
F -0.58558 6.32932 17.06059 -0.221 -0.296 -0.033
C 1.37145 5.89239 18.24486 -0.417 -0.296 0.542
S 1.62846 7.62248 18.39774 0.411 -0.452 -0.439
C 2.15678 4.91601 18.84479 1.719 0.278 -0.212
F 3.34080 5.22746 19.43513 -0.897 0.122 -0.242
C 1.90433 3.56520 18.72733 0.297 0.271 0.430
F 2.80500 2.66866 19.24376 -1.237 0.696 -0.566